ORCA calculation (the ωB97M-V functional and the def2-TZVPD basis) on a molecular structure, C29H38Cl2GdN9 at a distorted geometry.

LUMO (spin up / spin down)   -11.29 / -14.27 eV
Multiplicity   8
Energy relative to the best compared isomer or geometry (same formula, charge and spin)   0.00 kcal per mole
Total charge   +4
Strongest force on any atom   4.92 eV/Å

Atoms and positions in Å:
1 Gd -1.176 0.204 -0.268
2 N 2.226 0.104 3.611
3 C 1.567 1.350 3.204
4 N 0.823 -0.317 1.469
5 C 2.083 -0.446 0.725
6 N 2.073 -0.458 -0.564
7 N 0.839 -0.696 -1.197
8 C 0.842 -1.247 -2.331
9 C -0.379 -1.466 -3.107
10 C -0.225 -2.110 -4.305
11 C -1.374 -2.431 -5.050
12 C -2.595 -2.190 -4.447
13 C -2.659 -1.653 -3.199
14 N -1.580 -1.257 -2.540
15 C 3.293 -0.518 1.447
16 C 4.513 -0.709 0.696
17 C 5.689 -0.885 1.375
18 C 5.735 -0.701 2.792
19 C 4.598 -0.439 3.491
20 C 3.365 -0.315 2.839
21 H 2.490 0.164 4.541
22 H 0.903 1.632 4.060
23 H 1.762 -1.574 -2.807
24 H 0.766 -2.328 -4.670
25 H -1.295 -2.897 -6.013
26 H -3.560 -2.451 -4.955
27 H -3.623 -1.567 -2.619
28 H 4.493 -0.804 -0.406
29 H 6.573 -1.156 0.799
30 H 6.674 -0.836 3.307
31 H 4.585 -0.402 4.571
32 Cl -2.870 0.017 2.624
33 C -4.213 0.930 2.082
34 Cl -3.747 1.610 0.494
35 H -4.403 1.741 2.758
36 H -5.093 0.272 1.966
37 C -0.830 -4.145 2.994
38 C -1.294 -4.362 1.522
39 C -0.281 -5.160 0.628
40 C -2.623 -5.155 1.543
41 C -1.516 -3.104 0.893
42 N -1.551 -2.088 0.368
43 H -0.695 -5.094 3.444
44 H -1.586 -3.564 3.524
45 H 0.092 -3.616 3.021
46 H -0.174 -6.190 0.936
47 H 0.746 -4.622 0.592
48 H -0.678 -5.213 -0.396
49 H -2.325 -6.165 1.807
50 H -3.089 -5.319 0.568
51 H -3.294 -4.750 2.344
52 N -1.150 4.874 -3.296
53 C 0.109 4.107 -3.080
54 C -0.016 3.116 -1.946
55 N -1.101 2.163 -2.157
56 C -2.350 2.859 -2.376
57 C -2.330 4.012 -3.439
58 H -1.157 5.535 -4.044
59 H -1.299 5.477 -2.466
60 H 0.897 4.813 -2.862
61 H 0.381 3.528 -3.980
62 H -0.315 3.640 -1.032
63 H 0.928 2.551 -1.762
64 H -0.832 1.682 -2.999
65 H -2.525 3.387 -1.377
66 H -3.107 2.223 -2.616
67 H -3.233 4.553 -3.509
68 H -2.309 3.514 -4.453
69 C 2.012 3.681 2.377
70 C 2.465 2.533 2.843
71 C 0.687 0.992 1.985
72 N -0.148 1.745 1.336
73 C -0.341 3.112 1.678
74 C 0.620 4.000 2.084
75 H 2.691 4.493 2.234
76 H 3.494 2.347 2.933
77 H 0.989 -1.012 2.250
78 H -1.352 3.424 1.473
79 H 0.289 5.030 2.042

Let us look at the Löwdin charges, expressed in e, one per atom: 1.478, 0.070, -0.175, 0.042, -0.247, 0.131, -0.101, -0.035, -0.292, 0.035, 0.038, -0.012, -0.116, 0.001, -0.107, 0.014, -0.016, 0.015, 0.003, -0.169, 0.111, 0.192, 0.159, 0.136, 0.136, 0.157, 0.151, 0.130, 0.130, 0.135, 0.136, 0.617, -0.908, 0.544, 0.056, 0.080, 0.007, -0.563, -0.009, -0.015, -0.125, 0.071, 0.098, 0.098, 0.068, 0.097, 0.120, 0.092, 0.099, 0.102, 0.117, 0.086, -0.070, -0.189, -0.146, -0.183, -0.066, 0.191, 0.210, 0.152, 0.162, 0.111, 0.153, 0.111, 0.127, 0.094, 0.137, 0.171, -0.047, 0.025, -0.260, -0.039, -0.123, -0.010, 0.124, 0.117, 0.167, 0.092, 0.124


ORCA calculation (the ωB97M-V functional and the def2-TZVPD basis) on a molecular structure, C6H8N2 at a distorted geometry.

LUMO   0.17 eV
Energy relative to the best compared isomer or geometry (same formula, charge and spin)   244.65 kcal per mole
Strongest force on any atom   11.35 eV/Å

Atoms and positions in Å:
1 C -0.277 1.985 0.015
2 C 0.321 -0.513 0.233
3 C 0.455 -1.715 1.222
4 C 0.842 -0.623 -1.126
5 C 1.455 -0.271 -2.265
6 C -1.301 -0.153 0.235
7 H -1.293 1.754 0.186
8 H -0.380 1.964 -1.265
9 H 0.394 2.901 0.194
10 H 0.666 0.786 1.908
11 H 1.543 -1.703 2.021
12 H 0.802 -2.757 0.288
13 H -0.782 -2.039 1.908
14 H 2.146 -0.414 -3.021
15 N 0.765 0.827 0.776
16 N -2.488 0.209 0.352

Let us look at the Löwdin charges, expressed in e, one per atom: -0.065, -0.642, -0.119, -0.069, 0.174, -0.179, -0.038, 0.142, 0.081, 0.153, 0.145, 0.167, 0.191, -0.006, -0.045, 0.109


ORCA calculation (the ωB97M-V functional and the def2-TZVPD basis) on 2 unconnected molecules or ions with the total composition C4H11O3 at a distorted geometry.

LUMO   3.23 eV
Energy relative to the best compared isomer or geometry (same formula, charge and spin)   53.28 kcal per mole
Total charge   -1
Strongest force on any atom   6.13 eV/Å

Atoms and positions in Å:
1 C -1.051 2.115 -0.604
2 O -1.224 2.814 -1.804
3 C 0.089 1.090 -0.580
4 C 0.097 0.340 0.750
5 C 0.593 -1.090 0.498
6 O -0.082 -1.980 1.269
7 H -0.883 2.944 0.259
8 H -1.963 1.436 -0.297
9 H -1.587 2.339 -2.489
10 H 1.066 1.686 -0.683
11 H -0.005 0.233 -1.231
12 H 0.707 0.865 1.560
13 H -0.852 0.244 1.322
14 H 1.637 -1.103 0.534
15 H 0.313 -1.379 -0.564
16 H 1.719 -3.448 0.702
17 H 0.387 -3.127 0.812
18 O 1.036 -3.978 0.548

Let us look at the Löwdin charges, expressed in e, one per atom: -0.310, -0.067, -0.232, -0.231, -0.459, -0.276, 0.155, 0.135, 0.033, 0.131, 0.080, 0.115, 0.104, 0.078, 0.107, -0.125, -0.045, -0.195


ORCA calculation (the ωB97M-V functional and the def2-TZVPD basis) on a molecular structure, C3HGdO2 at a distorted geometry.

LUMO (spin up / spin down)   -11.35 / -14.42 eV
Multiplicity   8
Energy relative to the best compared isomer or geometry (same formula, charge and spin)   62.96 kcal per mole
Total charge   +2
Strongest force on any atom   2.87 eV/Å

Atoms and positions in Å:
1 O 0.315 0.999 0.993
2 O -1.479 0.176 0.068
3 C -0.217 0.281 0.099
4 Gd -1.797 1.835 1.757
5 C 0.671 -1.731 -1.208
6 C 0.607 -0.542 -0.791
7 H 1.899 -1.018 -0.918

Let us look at the Löwdin charges, expressed in e, one per atom: -0.090, -0.087, -0.649, 2.287, 0.304, -0.024, 0.259


ORCA calculation (the ωB97M-V functional and the def2-TZVPD basis) on 9 unconnected molecules or ions with the total composition C26H45Cl2N3O18 at a distorted geometry.

Structure (SMILES)   O=C1OCCO1.O=C1OCCO1.O=C1OCCO1.O=C1OCCO1.O=C1OCCO1.CNC(C)=O.CNC(C)=O.CNC(C)=O.ClCCCl
LUMO   0.03 eV
Strongest force on any atom   5.07 eV/Å

Atoms and positions in Å:
1 O -3.020 5.429 -2.500
2 C -3.279 4.550 -3.345
3 O -2.504 3.526 -3.643
4 C -3.163 2.629 -4.510
5 C -4.414 3.494 -4.940
6 O -4.544 4.399 -3.885
7 H -2.450 2.430 -5.310
8 H -3.420 1.807 -3.842
9 H -5.298 2.863 -5.033
10 H -4.271 4.034 -5.876
11 O -1.699 -0.848 4.730
12 C -1.734 -1.919 5.276
13 O -2.837 -2.519 5.770
14 C -2.523 -3.741 6.303
15 C -1.010 -3.888 6.035
16 O -0.664 -2.754 5.310
17 H -2.743 -3.958 7.348
18 H -2.986 -4.532 5.713
19 H -0.807 -4.855 5.576
20 H -0.485 -3.775 6.984
21 O 2.987 -0.995 1.272
22 C 3.389 -0.026 1.952
23 O 2.611 0.522 2.979
24 C 3.325 1.480 3.711
25 C 4.699 1.465 2.978
26 O 4.653 0.301 2.127
27 H 2.884 2.471 3.603
28 H 3.721 1.216 4.692
29 H 5.488 1.330 3.718
30 H 4.803 2.407 2.439
31 O -1.513 -5.579 3.312
32 C -1.667 -5.393 2.119
33 O -2.093 -6.348 1.378
34 C -2.416 -5.918 0.069
35 C -2.182 -4.406 0.210
36 O -1.611 -4.194 1.523
37 H -1.694 -6.236 -0.684
38 H -3.434 -6.145 -0.246
39 H -3.175 -3.976 0.073
40 H -1.463 -4.007 -0.505
41 O 3.813 4.934 1.931
42 C 3.526 4.325 0.918
43 O 2.429 3.607 0.865
44 C 2.441 2.803 -0.338
45 C 3.737 3.163 -0.991
46 O 4.270 4.199 -0.179
47 H 2.627 1.762 -0.071
48 H 1.507 2.909 -0.890
49 H 3.636 3.608 -1.980
50 H 4.374 2.282 -0.923
51 C 3.707 -4.347 -0.359
52 N 2.655 -3.306 -0.511
53 C 1.659 -3.377 -1.372
54 C 1.427 -4.615 -2.303
55 O 0.830 -2.526 -1.271
56 H 3.222 -5.299 -0.142
57 H 4.281 -4.134 0.543
58 H 4.507 -4.528 -1.076
59 H 2.820 -2.494 0.066
60 H 2.360 -5.119 -2.554
61 H 0.857 -4.357 -3.195
62 H 0.869 -5.328 -1.697
63 C -0.636 -0.973 1.394
64 N -0.661 -0.599 0.042
65 C -0.612 0.640 -0.483
66 C -0.693 0.793 -2.000
67 O -0.629 1.687 0.152
68 H -1.535 -0.580 1.869
69 H 0.161 -0.411 1.880
70 H -0.546 -2.059 1.384
71 H -0.275 -1.283 -0.594
72 H -1.733 1.028 -2.229
73 H -0.373 -0.090 -2.553
74 H -0.137 1.640 -2.400
75 C -0.362 5.192 -0.541
76 N 0.391 6.367 -0.773
77 C 1.668 6.492 -1.147
78 C 2.262 7.863 -1.067
79 O 2.237 5.608 -1.767
80 H -1.082 4.996 -1.336
81 H -0.957 5.199 0.373
82 H 0.293 4.321 -0.559
83 H -0.111 7.241 -0.835
84 H 2.135 8.276 -0.066
85 H 1.706 8.549 -1.706
86 H 3.315 7.879 -1.346
87 Cl -4.536 -0.873 -2.405
88 C -3.705 -2.422 -2.138
89 C -3.532 -3.329 -3.456
90 Cl -2.397 -2.479 -4.566
91 H -4.373 -3.020 -1.519
92 H -2.718 -2.269 -1.702
93 H -4.479 -3.570 -3.938
94 H -3.100 -4.320 -3.320

Let us look at the Löwdin charges, expressed in e, one per atom: 0.098, -0.500, 0.051, -0.081, -0.126, 0.052, 0.136, 0.106, 0.128, 0.127, 0.150, -0.529, 0.084, -0.155, -0.147, 0.071, 0.130, 0.122, 0.114, 0.125, 0.085, -0.478, 0.052, -0.113, -0.082, 0.086, 0.134, 0.128, 0.130, 0.116, 0.132, -0.602, 0.109, -0.089, -0.101, 0.084, 0.124, 0.135, 0.111, 0.117, 0.110, -0.627, 0.077, -0.102, -0.122, 0.070, 0.116, 0.101, 0.126, 0.130, -0.066, 0.054, -0.545, 0.026, 0.026, 0.078, 0.081, 0.079, 0.090, 0.066, 0.078, 0.070, -0.062, -0.003, -0.534, 0.008, 0.033, 0.091, 0.083, 0.080, 0.059, 0.057, 0.066, 0.075, -0.058, 0.014, -0.542, -0.002, 0.052, 0.062, 0.100, 0.055, 0.142, 0.082, 0.083, 0.088, 0.560, -0.659, -0.600, 0.511, 0.050, 0.042, 0.065, 0.051


Among the records above, which one has the highest strongest force on any atom?
C6H8N2


What is the strongest force on any atom in the fifth record?
5.07 eV/Å


strongest force on any atom of number 1 (C29H38Cl2GdN9)?
4.92 eV/Å


Which of these has the lowest strongest force on any atom?
C3HGdO2